# 1
# C9H14O

A 2-piece molecular cluster, C9H14O overall in a non-equilibrium geometry (ωB97M-V with the def2-TZVPD basis set, OMol25).

Each line ends with the natural charge from an NBO analysis.
Geometry (Å):
1 C -1.6279 -0.9861 -0.9666  -0.63
2 C -1.1029 0.0193 0.0345  -0.03
3 C -0.9488 1.3773 -0.2837  -0.20
4 C -0.3893 2.1757 0.6910  -0.25
5 C 0.1413 1.6768 1.8678  0.28
6 O 0.8492 2.4984 2.7180  -0.67
7 C 0.0477 0.3065 2.1248  -0.26
8 C -0.6516 -0.5217 1.2498  -0.20
9 H -0.9301 -1.8178 -1.0024  0.21
10 H -1.6569 -0.5949 -1.9873  0.21
11 H -2.6163 -1.4000 -0.7578  0.22
12 H -1.3182 1.6934 -1.2461  0.22
13 H -0.3310 3.2524 0.5467  0.22
14 H 1.5752 1.9703 3.0389  0.48
15 H 0.6751 -0.0396 2.9419  0.20
16 H -0.9383 -1.5496 1.4158  0.22
17 C 0.7283 -2.5817 -3.2418  -0.61
18 C 2.0907 -2.4171 -2.5116  -0.62
19 H -0.0984 -2.1213 -2.7199  0.21
20 H 0.8465 -2.1128 -4.2163  0.21
21 H 0.5340 -3.6440 -3.3923  0.20
22 H 2.8483 -1.9665 -3.1466  0.20
23 H 2.5693 -3.2700 -2.0314  0.21
24 H 1.8730 -1.7318 -1.6823  0.20

Results
E_tot = -426.54346 a.u.
HOMO level = -8.49 eV
Charge = 0
Orbital gap = 9.33 eV


# 2
# C18H48IO6

A 7-piece molecular cluster, C18H48IO6 overall in a non-equilibrium geometry (ωB97M-V with the def2-TZVPD basis set, OMol25).

Each line ends with the Mulliken charge.
Geometry (Å):
1 I 0.1764 -0.0205 -0.9491  -0.26
2 C 4.3956 -0.7277 -1.5950  -0.84
3 C 3.8862 -0.1856 -2.9784  0.19
4 C 3.0937 -1.3206 -3.6863  -1.07
5 O 2.9702 0.8694 -2.7808  -0.43
6 H 3.5954 -1.1878 -1.0153  -0.07
7 H 5.1210 -0.1321 -1.0408  0.34
8 H 5.0559 -1.5479 -1.8764  0.44
9 H 4.7703 0.0293 -3.5785  0.30
10 H 3.6820 -2.2300 -3.5636  0.37
11 H 2.9996 -1.3050 -4.7721  0.37
12 H 2.1096 -1.5615 -3.2844  0.14
13 H 2.4503 0.5082 -2.0592  0.04
14 C 0.8233 -4.8905 -0.6273  -1.26
15 C 0.8497 -4.2847 0.7543  0.53
16 C 2.0979 -3.5860 1.2110  -0.78
17 O -0.2690 -3.3852 0.8978  -0.42
18 H 1.3376 -4.2475 -1.3416  0.19
19 H -0.1700 -5.1583 -0.9875  0.33
20 H 1.3293 -5.8527 -0.7066  0.40
21 H 0.5503 -5.0791 1.4379  0.24
22 H 2.1308 -3.1727 2.2190  0.20
23 H 2.3664 -2.9212 0.3899  -0.07
24 H 2.8968 -4.3276 1.2111  0.45
25 H 0.0561 -2.5642 0.5213  0.16
26 C 2.7241 -0.0876 4.5774  -1.45
27 C 2.3101 0.5015 3.1678  0.70
28 C 3.5232 0.5619 2.2373  -1.34
29 O 1.2809 -0.2557 2.7491  -0.23
30 H 2.0236 0.0916 5.3930  0.34
31 H 3.6827 0.2949 4.9280  0.39
32 H 2.8307 -1.1722 4.5967  0.31
33 H 1.9593 1.5244 3.3044  0.24
34 H 3.1972 1.1712 1.3943  0.34
35 H 3.8149 -0.4248 1.8775  0.18
36 H 4.3774 1.0416 2.7150  0.47
37 H 1.0266 0.0433 1.8731  0.00
38 C -1.4809 3.6222 -2.7908  -1.21
39 C -0.0101 4.0578 -2.3710  0.39
40 C 0.1124 4.4206 -0.8792  -1.16
41 O 0.8802 3.0073 -2.7115  -0.44
42 H -1.9812 4.4804 -3.2394  0.40
43 H -1.9800 3.3237 -1.8689  0.27
44 H -1.4606 2.8190 -3.5274  0.33
45 H 0.3890 4.8446 -3.0111  0.33
46 H 0.8741 5.1951 -0.7896  0.31
47 H 0.3264 3.6038 -0.1899  0.22
48 H -0.8648 4.7705 -0.5467  0.37
49 H 0.4704 2.3157 -2.1869  0.01
50 C -4.1619 0.7698 -2.5471  -1.17
51 C -4.4282 0.2883 -1.1727  0.82
52 C -5.9309 -0.2318 -1.1670  -1.51
53 O -3.4629 -0.6621 -0.7229  -0.41
54 H -4.3452 -0.1443 -3.1118  0.38
55 H -3.1074 1.0424 -2.5890  0.07
56 H -4.7299 1.5614 -3.0359  0.37
57 H -4.4907 1.1432 -0.4994  0.18
58 H -6.2799 -0.5101 -0.1725  0.35
59 H -6.0922 -1.1052 -1.7989  0.38
60 H -6.5534 0.5098 -1.6676  0.37
61 H -2.6112 -0.2907 -0.9645  0.01
62 C -1.6334 0.9354 3.5933  -1.22
63 C -2.6405 -0.0340 2.9606  0.32
64 C -3.6453 0.6906 2.1394  -0.84
65 O -1.9587 -0.9488 2.0102  -0.31
66 H -0.9876 1.3665 2.8283  0.18
67 H -0.9961 0.5017 4.3640  0.29
68 H -2.1228 1.8242 3.9914  0.43
69 H -3.0929 -0.5381 3.8147  0.34
70 H -4.4173 0.0278 1.7486  0.23
71 H -3.1515 1.1921 1.3071  0.07
72 H -4.1688 1.5194 2.6160  0.45
73 H -1.3220 -0.3765 1.5758  0.00

Results
E_tot = -1463.77139 a.u.
HOMO level = -5.40 eV
Charge = -1
Orbital gap = 8.40 eV


# 3
# C31H22BrF12N4O3Re

C31H22BrF12N4O3Re as an isolated structure (ωB97M-V with the def2-TZVPD basis set, OMol25).

Each line ends with the Mulliken charge.
Geometry (Å):
1 Re 1.0960 0.0115 -0.2311  2.10
2 C -4.8642 3.4848 -2.1906  -1.51
3 C -3.8752 2.4732 -1.7454  0.42
4 C -4.2079 1.4414 -0.8672  -1.23
5 C -3.2655 0.5063 -0.5054  0.11
6 C -1.9320 0.5688 -0.9916  -0.48
7 N -1.0577 -0.4355 -0.6129  0.24
8 C -1.5547 -1.6742 -0.6456  0.94
9 C -2.6769 -1.9529 -1.5287  -0.16
10 C -3.3519 -3.1329 -1.5010  -1.14
11 C -2.9400 -4.1551 -0.6267  0.33
12 C -3.6293 -5.4487 -0.5753  -1.62
13 C -1.7483 -3.9497 0.1566  -0.70
14 C -1.0363 -2.7957 0.1296  -0.71
15 C 0.1967 -2.6668 0.9977  0.95
16 O 0.9928 -1.5730 0.5532  -0.39
17 C -0.1910 -2.3065 2.4680  0.71
18 F -0.9080 -3.2659 3.0008  -0.20
19 F -0.9285 -1.1758 2.4134  -0.18
20 F 0.8851 -2.0594 3.1930  -0.22
21 C 1.1773 -3.8908 0.8909  0.63
22 F 2.3340 -3.5676 1.4433  -0.18
23 F 1.3702 -4.1341 -0.4065  -0.24
24 F 0.6742 -4.9540 1.4820  -0.19
25 C -1.5603 1.6680 -1.8272  -0.22
26 C -2.5330 2.5554 -2.2085  -0.70
27 C -0.1661 1.7688 -2.4132  0.61
28 O 0.7682 1.2430 -1.4616  -0.13
29 C -0.0030 0.8827 -3.6890  0.64
30 F -0.1513 -0.4100 -3.2890  -0.16
31 F 1.1956 1.0071 -4.2142  -0.20
32 F -0.9383 1.1677 -4.5623  -0.21
33 C 0.3366 3.2374 -2.6368  0.53
34 F 0.0304 3.9496 -1.5497  -0.20
35 F 1.6509 3.2350 -2.7827  -0.19
36 F -0.2378 3.7608 -3.7004  -0.18
37 H -5.8338 3.3515 -1.7190  0.42
38 H -4.9897 3.4211 -3.2773  0.39
39 H -4.4994 4.4959 -1.9894  0.39
40 H -5.2069 1.3860 -0.4536  0.48
41 H -3.5038 -0.2388 0.2453  0.75
42 H -2.8956 -1.2250 -2.2997  0.71
43 H -4.1690 -3.3133 -2.1888  0.57
44 H -4.6871 -5.3633 -0.8234  0.45
45 H -3.4814 -5.9687 0.3706  0.44
46 H -3.1859 -6.0935 -1.3554  0.38
47 H -1.4330 -4.7717 0.7857  0.66
48 H -2.2993 3.3508 -2.9046  0.81
49 Br 5.9612 -2.1582 -2.0740  -0.04
50 C 5.1411 -0.7403 -1.1959  -0.61
51 C 5.8723 0.3584 -0.7311  0.00
52 C 5.2114 1.3980 -0.0903  -1.02
53 C 3.8512 1.3267 0.0979  -0.09
54 N 3.1356 0.2564 -0.3320  0.15
55 C 3.7800 -0.7510 -0.9883  -0.03
56 H 6.9453 0.3943 -0.8792  0.53
57 H 5.7509 2.2637 0.2692  0.51
58 H 3.3138 2.1295 0.5816  0.62
59 H 3.1821 -1.5898 -1.3324  0.58
60 N 3.3288 1.9037 5.5921  -0.34
61 C 3.2953 1.5974 4.2987  0.33
62 O 4.2338 1.2257 3.6177  -0.57
63 C 1.9696 1.7268 3.5529  -0.38
64 C 0.9275 2.6129 3.7803  -0.19
65 C -0.1099 2.7056 2.8444  -1.20
66 C -0.0813 1.9291 1.7171  -0.26
67 N 0.9573 1.0722 1.4880  0.15
68 C 1.9426 0.9669 2.4007  -0.23
69 H 4.2174 1.8672 6.0739  0.28
70 H 2.5153 2.1439 6.1325  0.18
71 H 0.9150 3.2524 4.6555  0.49
72 H -0.9276 3.3981 2.9911  0.57
73 H -0.8533 1.9827 0.9631  0.38
74 H 2.7590 0.2841 2.2104  0.87

Results
E_tot = -5488.47458 a.u.
HOMO level (spin up / spin down) = -19.52 / -19.52 eV
Charge = +4
Orbital gap (spin up / spin down) = 4.77 / 4.77 eV


# 4
# C13H9ClN4

One molecule with the formula C13H9ClN4 in a non-equilibrium geometry (ωB97M-V with the def2-TZVPD basis set, OMol25).

Each line ends with the natural charge from an NBO analysis.
Geometry (Å):
1 N 2.7396 -0.4449 2.5018  -0.82
2 C 1.4618 -0.1432 2.0825  0.15
3 C 0.4179 0.0100 3.0143  -0.28
4 C -0.8958 0.2194 2.5766  0.11
5 N -1.9930 0.3412 3.2669  -0.27
6 N -2.9818 0.4171 2.3457  -0.32
7 C -2.4858 0.3952 1.0484  -0.04
8 C -1.1461 0.2787 1.1959  -0.16
9 C -0.1270 0.1158 0.2574  -0.07
10 C 1.1755 -0.1387 0.6907  0.16
11 N 1.8743 -0.3746 -0.4774  -0.55
12 C 1.0780 -0.2678 -1.6244  0.13
13 C 1.3707 -0.3879 -2.9777  -0.22
14 C 0.3510 -0.1214 -3.9108  -0.23
15 C -0.9214 0.2680 -3.5035  -0.04
16 Cl -2.1975 0.5115 -4.6781  -0.01
17 C -1.1794 0.3998 -2.1437  -0.22
18 C -0.1725 0.0833 -1.2117  -0.01
19 H 3.4776 -0.6145 1.8363  0.38
20 H 2.8698 -0.7739 3.4845  0.40
21 H 0.6010 -0.0523 4.0813  0.22
22 H -3.9339 0.5621 2.6360  0.41
23 H -3.0549 0.3544 0.1417  0.22
24 H 2.8742 -0.5722 -0.4133  0.40
25 H 2.3802 -0.5722 -3.3574  0.22
26 H 0.5778 -0.1944 -4.9832  0.23
27 H -2.1604 0.7015 -1.8789  0.22

Results
E_tot = -1180.01458 a.u.
HOMO level = -7.36 eV
Charge = 0
Orbital gap = 7.74 eV


# 5
# C7H13FN

A 2-piece molecular cluster, C7H13FN overall in a non-equilibrium geometry (ωB97M-V with the def2-TZVPD basis set, OMol25).

Each line ends with the natural charge from an NBO analysis.
Geometry (Å):
1 C 0.5567 -0.2570 -2.7153  -0.25
2 C -0.6497 -0.3464 -1.8123  -0.25
3 C 0.3738 -0.6012 -4.0680  -0.30
4 C -0.6145 -0.9547 -0.6649  0.14
5 C -0.5880 0.2388 1.4871  0.34
6 C 1.4739 0.3091 2.9400  -0.61
7 C 0.6777 0.8859 1.7020  -0.52
8 N -1.6399 0.8070 1.0791  -0.59
9 F -1.9148 -1.1680 -0.1076  -0.41
10 H 1.5302 -0.1396 -2.2512  0.22
11 H -1.5993 -0.1707 -2.3427  0.25
12 H -0.6223 -0.7875 -4.4512  0.20
13 H 1.1565 -0.6646 -4.7871  0.22
14 H 0.1338 -1.4434 0.0035  0.21
15 H -0.6213 -0.7801 1.7271  0.23
16 H 2.2638 0.9040 3.3499  0.26
17 H 1.8051 -0.6727 2.7362  0.22
18 H 0.7758 0.0298 3.8174  0.22
19 H 1.3171 0.7771 0.7071  0.29
20 H 0.5113 2.0148 1.8045  0.25
21 H -1.8159 1.7474 0.8926  0.43
22 H -2.5100 0.2724 0.9539  0.45

Results
E_tot = -428.77065 a.u.
HOMO level = -12.58 eV
Charge = +1
Orbital gap = 7.93 eV


# 6
# C38H54I2KN7O10P2S3

C38H54I2KN7O10P2S3 as an isolated structure in a non-equilibrium geometry (ωB97M-V with the def2-TZVPD basis set, OMol25).

Each line ends with the Mulliken charge.
Geometry (Å):
1 K -0.9168 0.1609 0.4915  1.25
2 C -4.8291 0.1551 -2.3801  -0.67
3 O -4.4283 1.5259 -2.2171  -0.57
4 C -3.3363 1.6902 -1.4202  0.02
5 O -2.6684 0.7671 -1.0126  0.13
6 N -3.1245 3.0051 -1.1901  0.12
7 N -2.1866 3.4507 -0.2482  -0.76
8 H -5.2850 0.0765 -3.3641  0.25
9 H -5.5550 -0.1092 -1.6121  0.30
10 H -3.9761 -0.5158 -2.2941  0.27
11 H -3.8616 3.6427 -1.4188  0.28
12 H -1.2843 3.0770 -0.5396  0.34
13 H -2.4000 2.9900 0.6418  0.13
14 C 2.1516 3.9975 -2.1130  -0.99
15 C 1.3842 3.4676 -3.3096  1.11
16 C 2.0294 3.8724 -4.6191  -1.76
17 O 1.3418 2.0193 -3.3088  -0.34
18 P 0.2026 1.2671 -2.4577  0.88
19 O 0.0820 1.6696 -1.0402  -0.09
20 C 0.1671 -0.4790 -2.8594  -1.53
21 P 1.0660 -1.4231 -1.5094  0.35
22 O 0.8311 -1.2410 -0.0523  -1.56
23 O 2.1815 -2.5586 -1.8620  0.17
24 C 2.8602 -2.6602 -3.1160  1.37
25 C 2.0750 -3.4960 -4.1211  -1.43
26 C 4.2121 -3.2830 -2.8223  -1.70
27 O 2.2343 -0.1753 -1.8191  0.02
28 C 3.4566 -0.1177 -1.0940  0.67
29 C 3.3067 0.7110 0.1696  -0.53
30 C 4.5185 0.4488 -2.0205  -1.64
31 O -1.1170 1.8475 -3.2063  0.05
32 C -1.3138 1.8988 -4.6209  0.88
33 C -2.1464 3.1404 -4.8875  -1.46
34 C -2.0236 0.6535 -5.1323  -1.07
35 H 2.1194 5.0910 -2.1133  0.48
36 H 3.1970 3.6748 -2.1487  0.23
37 H 1.7088 3.6397 -1.1827  -0.17
38 H 0.3654 3.8568 -3.2743  -0.03
39 H 3.0409 3.4616 -4.6693  0.32
40 H 2.0878 4.9618 -4.6809  0.38
41 H 1.4604 3.4977 -5.4721  0.37
42 H 0.6716 -0.6626 -3.8115  0.40
43 H -0.8821 -0.7711 -2.9029  0.83
44 H 3.0109 -1.6538 -3.5189  -0.13
45 H 1.9986 -4.5294 -3.7723  0.30
46 H 2.5819 -3.4825 -5.0914  0.43
47 H 1.0591 -3.1197 -4.2355  0.30
48 H 4.0686 -4.2577 -2.3460  0.33
49 H 4.7912 -2.6511 -2.1462  0.37
50 H 4.7741 -3.4210 -3.7507  0.37
51 H 3.7415 -1.1332 -0.8076  0.15
52 H 3.0406 1.7401 -0.0879  -0.16
53 H 4.2413 0.7113 0.7424  0.49
54 H 2.5065 0.2836 0.7760  -0.27
55 H 4.1944 1.4274 -2.3881  0.03
56 H 4.6682 -0.2077 -2.8824  0.37
57 H 5.4719 0.5619 -1.4938  0.40
58 H -0.3458 1.9955 -5.1208  0.02
59 H -3.1097 3.0441 -4.3755  0.18
60 H -2.3158 3.2636 -5.9614  0.44
61 H -1.6427 4.0318 -4.5057  0.32
62 H -2.9259 0.4765 -4.5397  0.02
63 H -1.3912 -0.2314 -5.0718  0.24
64 H -2.3103 0.7967 -6.1775  0.47
65 I -5.3835 1.9659 1.6393  -0.05
66 C -4.2638 1.7258 3.3934  -0.21
67 C -4.9396 1.6484 4.6118  -0.47
68 C -4.2431 1.4806 5.7803  -0.19
69 I -5.3470 1.3516 7.5715  -0.05
70 C -2.8284 1.3922 5.7764  1.11
71 C -2.0264 1.1948 6.9225  -0.81
72 C -0.6662 1.1242 6.8063  -1.19
73 C -0.0846 1.2853 5.5360  -0.04
74 N -0.7921 1.4741 4.4531  0.78
75 C -2.1407 1.4985 4.5311  -0.47
76 C -2.8531 1.6260 3.2492  -0.68
77 O -2.2390 1.6489 2.1471  0.62
78 H -6.0204 1.7096 4.6250  0.34
79 H -2.4995 1.0910 7.8895  0.14
80 H -0.0412 0.9516 7.6743  0.40
81 H 0.9960 1.2384 5.4115  0.29
82 S -2.9052 -3.0568 0.6134  -0.28
83 C -1.5647 -4.1185 0.5371  0.22
84 C -1.4245 -5.1529 1.5025  -0.83
85 C -0.3581 -6.0298 1.5206  0.79
86 C -0.2782 -7.0102 2.5771  -0.10
87 N -0.2432 -7.7651 3.4462  -0.67
88 C 0.6519 -5.9351 0.5477  0.21
89 C 0.5073 -4.9692 -0.4479  -0.49
90 C -0.5586 -4.0806 -0.4841  0.21
91 S -0.6955 -2.9578 -1.8386  -0.46
92 C 1.7905 -6.8086 0.5525  -0.16
93 N 2.7129 -7.5005 0.5466  -0.69
94 H -2.1918 -5.2340 2.2602  0.43
95 H 1.2590 -4.9154 -1.2228  0.37
96 C -1.5028 -2.2971 4.1821  -0.17
97 C -0.0631 -2.3547 3.7922  0.22
98 N 0.6586 -1.3851 3.2720  0.19
99 C 1.9000 -1.9368 3.0106  -0.28
100 C 1.9380 -3.2394 3.3991  -0.90
101 N 0.6815 -3.4888 3.9103  0.07
102 H -2.1347 -2.5245 3.3143  -0.10
103 H -1.7534 -1.2986 4.5285  -0.46
104 H -1.7261 -3.0196 4.9718  0.50
105 H 2.6903 -1.3521 2.5605  0.27
106 H 2.6988 -4.0025 3.3412  0.45
107 H 0.3547 -4.3777 4.2403  0.19
108 C 0.0391 4.0098 2.5060  -0.65
109 S 1.5878 3.5078 1.7629  0.84
110 C 1.9339 2.2111 2.9586  -0.91
111 O 2.5848 4.6079 2.0014  -0.85
112 H 0.2673 4.4629 3.4737  0.45
113 H -0.5860 3.1144 2.6174  -0.32
114 H -0.4415 4.7277 1.8401  0.43
115 H 1.3049 1.3347 2.7513  0.01
116 H 1.7260 2.6045 3.9556  0.49
117 H 2.9879 1.9536 2.8577  0.49

Results
E_tot = -5689.05242 a.u.
HOMO level = -1.95 eV
Charge = -2
Orbital gap = 5.22 eV


# 7
# CI3NO

CI3NO as an isolated structure in a non-equilibrium geometry (ωB97M-V with the def2-TZVPD basis set, OMol25).

Each line ends with the natural charge from an NBO analysis.
Geometry (Å):
1 C 1.4292 -0.0290 -0.2072  -0.79
2 N -1.0505 -0.4596 -0.1811  0.16
3 O -1.3055 0.5478 0.3344  -0.21
4 I 0.9346 1.8595 0.7098  0.25
5 I 3.5157 -0.2419 -0.4713  0.25
6 I 0.5897 -1.6729 1.0082  0.33

Results
E_tot = -1060.97460 a.u.
HOMO level (spin up / spin down) = -8.16 / -8.58 eV
Charge = 0
Orbital gap (spin up / spin down) = 6.19 / 7.57 eV


# 8
# C6H10O

One molecule with the formula C6H10O (ωB97M-V with the def2-TZVPD basis set, OMol25).

Each line ends with the natural charge from an NBO analysis.
Geometry (Å):
1 C 0.8174 1.7507 -0.8022  -0.60
2 C 1.7400 0.6342 -0.2953  -0.46
3 C 1.1777 -0.7494 -0.5120  -0.06
4 C 0.0615 -1.2692 0.0124  -0.35
5 C -0.8566 -0.5485 0.9353  0.55
6 C -2.3125 -0.9517 0.8528  -0.71
7 O -0.4834 0.3398 1.6798  -0.55
8 H -0.0817 1.8143 -0.1857  0.22
9 H 1.3239 2.7197 -0.7515  0.21
10 H 0.5145 1.5780 -1.8403  0.20
11 H 2.7051 0.6994 -0.8094  0.20
12 H 1.9278 0.7882 0.7715  0.24
13 H 1.7221 -1.3842 -1.2118  0.20
14 H -0.2495 -2.2658 -0.3010  0.21
15 H -2.4411 -2.0115 1.1047  0.23
16 H -2.9026 -0.3320 1.5301  0.24
17 H -2.6626 -0.8120 -0.1774  0.23

Results
E_tot = -309.83374 a.u.
HOMO level = -9.60 eV
Charge = 0
Orbital gap = 10.21 eV